Record 1
The following is a DFT calculation (the ωB97M-V functional and the def2-TZVPD basis) of a gas-phase ion, C2H7IN (charge +1) at a distorted geometry.

The calculation puts the molar mass at 172.0 g/mol. The charge is +1. The SMILES is C[C@@H]([NH3+])I. The LUMO energy is -4.140 eV. As for the orbital gap: 9.9566 eV. The energy relative to the best compared isomer or geometry (same formula, charge and spin) comes out at 0.0 kJ/mol. Its electronic energy is -432.57173 a.u.

Atoms and positions in Å:
H: 1.49 -1.52 -0.73
N: -0.96 0.80 -0.13
H: -0.05 -1.94 -0.10
H: 1.08 -0.74 0.68
H: -0.66 -0.44 -1.82
C: 0.64 -1.13 -0.27
H: -1.48 1.40 -0.71
I: 1.24 1.30 -2.19
H: -0.30 1.26 0.59
H: -1.55 0.12 0.51
C: -0.05 -0.07 -1.03


Record 2
The following is a DFT calculation (the ωB97M-V functional and the def2-TZVPD basis) of 7 unconnected molecules or ions with the total composition C45H102ClN6O20S6 at a distorted geometry.

The calculation puts the molar mass at 1275.2 g/mol. The charge is +1. The LUMO energy is -1.943 eV. As for the orbital gap: 9.9133 eV. Its electronic energy is -6458.17082 a.u.

Atoms and positions in Å:
H: -1.28 2.82 -4.20
O: 4.98 2.19 3.44
C: -4.95 3.57 -2.43
H: -8.97 7.44 -0.34
C: -4.59 -1.96 -0.80
H: 4.87 -1.29 -9.00
H: -0.91 -4.95 2.14
H: 5.58 -0.16 -6.89
H: 9.81 -11.46 3.88
N: -0.26 -1.47 0.29
H: 9.20 -13.79 3.35
C: 0.39 -0.36 1.11
H: 3.08 -1.07 -2.60
C: 5.16 -0.24 -9.01
H: 5.18 -8.64 3.47
C: -4.32 -0.48 3.27
C: -7.79 6.06 3.35
H: -1.52 0.71 1.28
H: 5.88 -0.08 4.02
C: 8.76 -11.77 3.90
O: 2.22 -2.42 2.26
O: 6.30 -10.74 5.16
H: -1.12 -4.08 3.71
H: -5.84 0.98 3.69
C: -0.40 4.80 -3.95
H: 2.30 -3.95 5.08
H: 7.11 3.38 2.07
O: 3.63 0.49 -7.21
C: -0.45 -4.28 2.88
H: 1.88 0.58 -5.12
H: -0.73 2.34 2.95
H: 4.30 -0.95 2.31
C: 6.24 -8.83 3.37
H: -4.03 1.47 1.50
N: 2.51 -1.83 -2.24
C: 2.55 -7.70 6.58
H: -6.30 -0.16 2.43
H: 4.50 -8.23 7.34
H: -4.31 0.84 -0.91
H: -5.80 1.31 -1.68
C: -4.58 3.00 -1.06
C: 5.02 0.39 -7.64
H: -0.79 5.73 -3.53
O: 6.51 0.72 2.20
H: 1.00 0.53 -6.69
O: -2.25 7.90 -4.19
H: 1.32 -0.09 0.61
H: 0.42 -4.82 3.28
H: 6.19 -0.17 -9.34
H: 5.37 1.42 -7.65
O: -3.56 9.99 -4.29
H: -0.47 4.07 -6.01
O: 2.52 -1.63 -7.77
S: -7.22 6.44 0.84
H: -2.74 -2.90 3.47
C: 0.76 -2.05 -0.69
O: 5.76 -11.34 2.82
H: -3.49 2.95 -1.00
C: 6.34 3.09 1.38
O: -5.58 -1.78 -1.30
H: 8.72 -12.76 1.99
N: 1.23 0.12 -2.00
H: 8.50 -11.95 4.95
C: -2.86 4.24 -3.79
H: -2.94 4.65 -4.80
C: -1.46 -1.05 -0.51
C: -3.14 -2.67 2.48
H: 6.55 -8.67 2.34
C: 6.25 -0.43 3.05
H: 1.69 -2.20 -0.15
H: -3.00 5.08 -3.10
C: 5.29 -1.39 2.39
C: 1.53 -0.05 -5.94
H: 5.63 -1.66 1.39
H: -3.34 -3.63 2.00
N: 0.02 -3.01 2.27
S: 2.93 -0.82 -6.67
C: -1.50 10.68 -6.69
H: 1.81 -8.06 5.86
C: -3.97 3.19 -3.56
S: -2.40 9.28 -3.86
O: -6.55 5.17 0.81
N: 0.31 -1.70 -3.17
H: -5.09 -1.92 1.84
H: -5.97 3.28 -2.70
C: 8.53 -12.99 3.04
H: 5.66 3.92 1.18
H: -7.20 5.15 3.26
H: 0.36 0.63 -2.03
C: -1.43 3.72 -3.60
Cl: -0.10 2.19 0.18
O: 8.04 -10.60 3.43
H: -0.80 5.81 -5.85
O: 4.62 -6.50 4.39
H: -1.54 11.72 -6.38
H: -2.12 10.59 -1.93
H: 4.02 -4.00 5.57
H: 2.17 -5.20 1.84
C: -0.20 4.98 -5.46
H: 3.39 -9.59 7.11
S: 6.49 -10.53 3.75
H: 5.21 -2.30 2.99
H: -4.99 -2.49 3.48
H: -6.08 7.37 3.54
S: 3.30 -6.05 4.70
C: 3.30 -4.29 4.82
H: -1.78 -1.06 2.40
C: -0.85 -2.57 1.18
H: -1.31 3.47 -2.54
C: -0.68 9.87 -5.71
H: -3.39 0.00 2.95
H: 0.56 4.58 -3.48
H: -1.06 10.61 -7.68
H: -0.23 -2.54 -2.98
H: -8.70 5.81 3.90
C: -8.37 6.55 -0.48
H: 0.90 1.62 2.90
H: -0.69 8.80 -5.95
C: -2.10 -1.85 1.71
O: 2.95 -6.35 6.20
H: -0.40 -0.98 -3.29
H: -4.32 -0.49 4.36
S: 5.37 1.82 2.11
N: -3.55 -2.26 -0.24
H: -1.57 -1.79 -1.29
C: -4.45 -1.91 2.73
H: 4.19 -8.85 5.73
H: -6.55 0.53 0.44
O: -6.42 7.63 0.89
H: 0.84 5.20 -5.70
C: -2.18 9.52 -2.13
H: -4.95 4.67 -2.36
C: -0.45 0.90 1.36
H: -1.41 -0.03 -0.87
C: 1.15 -1.31 -2.02
H: 7.51 -13.35 3.12
H: 2.57 -4.23 0.40
H: -3.05 9.09 -1.64
H: 2.48 -2.52 -2.99
C: 1.79 -4.47 1.13
C: -2.69 -1.26 0.42
H: -7.79 6.62 -1.40
O: 2.20 -6.48 3.86
O: 3.75 -1.39 -5.64
H: -0.46 0.67 3.51
H: 4.52 0.27 -9.73
H: -6.64 2.27 0.45
C: -5.47 0.45 2.81
H: 6.81 -8.22 4.06
H: -4.95 3.63 -0.25
H: -3.51 2.21 -3.36
H: -7.60 8.09 4.03
O: -8.26 6.44 2.03
C: -5.10 1.51 1.75
H: 2.06 -7.57 7.54
H: -1.24 -3.38 0.54
C: -0.17 1.43 2.77
C: -5.93 1.43 0.45
H: 1.89 0.51 -1.35
H: -6.82 6.88 5.07
H: -3.22 -0.33 0.63
H: -1.27 9.01 -1.82
H: -8.98 5.65 -0.48
C: -5.14 1.56 -0.85
H: 0.36 10.19 -5.72
H: 0.67 -0.78 2.07
O: -1.10 10.05 -4.34
C: -7.02 7.17 4.04
H: 0.93 -4.90 0.61
H: 3.59 -3.90 3.84
O: 4.36 1.38 1.19
H: 0.91 -0.86 -5.56
C: 1.42 -3.23 1.90
H: 0.38 -3.04 -0.94
H: -5.26 2.50 2.18
H: -4.54 3.08 -4.49
C: 3.73 -8.65 6.69
H: 7.23 -0.88 3.22
H: -2.53 10.31 -6.74
H: 6.76 2.71 0.45


Record 3
The following is a DFT calculation (the ωB97M-V functional and the def2-TZVPD basis) of C6H11FSi in the gas phase at a distorted geometry.

The calculation puts the molar mass at 130.2 g/mol. The LUMO energy (alpha / beta) is -0.140 / -0.271 eV. As for the orbital gap (alpha / beta): 9.0206 / 8.1452 eV. The energy relative to the best compared isomer or geometry (same formula, charge and spin) comes out at 308.2 kJ/mol. Its electronic energy is -624.44958 a.u.

Atoms and positions in Å:
C: -1.08 1.63 -0.51
H: -2.67 -2.14 0.50
C: 2.52 0.05 0.55
H: -2.12 1.95 -0.40
C: -2.62 -1.00 0.23
H: 0.52 -0.87 -1.75
C: 1.87 -1.22 0.09
H: 2.53 2.25 0.16
H: -3.21 -1.02 -0.85
H: -0.35 2.49 -0.13
H: 1.77 -1.86 0.89
H: -0.88 1.48 -1.58
H: 3.33 0.01 1.41
C: 2.24 1.19 -0.07
F: -0.65 -0.11 1.83
H: 2.47 -1.52 -0.87
H: -3.34 -0.48 0.90
Si: -0.91 -0.07 0.24
C: 0.57 -0.79 -0.63


Record 4
The following is a DFT calculation (the ωB97M-V functional and the def2-TZVPD basis) of a molecular structure, C20H31AsBF4N3PdTe at a distorted geometry.

The calculation puts the molar mass at 709.2 g/mol. The LUMO energy (alpha / beta) is -0.861 / -0.860 eV. As for the orbital gap (alpha / beta): 6.6986 / 6.6998 eV. The energy relative to the best compared isomer or geometry (same formula, charge and spin) comes out at 37.2 kJ/mol. Its electronic energy is -4001.19970 a.u.

Atoms and positions in Å:
C: -1.27 2.19 -0.83
Te: 1.36 -1.87 -2.01
H: 4.73 0.05 1.48
H: 1.38 2.80 -2.06
H: 0.72 1.59 1.82
C: 0.63 5.60 1.26
H: -0.65 -5.32 0.75
C: -2.67 -4.20 1.78
C: 3.13 -0.98 -1.32
H: -2.47 -1.79 -1.81
H: -0.66 -4.60 -0.88
C: -5.02 -3.84 -0.19
H: -5.75 -3.70 0.61
H: 3.26 3.26 -0.30
H: -0.96 3.23 -0.94
C: 0.50 4.23 1.39
C: 1.44 3.37 0.82
H: -0.11 6.25 1.72
C: 1.70 6.14 0.57
C: 4.08 -0.61 -2.26
H: -5.51 -1.28 -0.18
H: 3.49 5.70 -0.54
H: 1.80 7.21 0.47
H: -1.94 2.08 0.02
N: -4.06 -2.75 -0.22
H: 2.23 1.37 0.93
B: -1.32 -0.19 2.44
F: -1.67 1.09 2.02
Pd: -0.27 -1.25 -0.28
H: -5.57 -3.89 -1.14
C: -0.84 -4.41 0.18
H: 2.65 -1.04 0.78
H: -2.90 -5.25 1.96
C: 1.35 1.71 -2.06
C: 5.51 0.23 -0.52
H: -4.78 -1.49 -1.78
C: 2.51 3.92 0.13
H: -1.89 -3.87 2.47
C: -2.72 -3.02 -0.36
H: -1.76 1.84 -1.74
N: -1.93 -2.38 -1.18
H: -3.55 -3.60 1.96
H: -0.12 -3.64 0.52
H: -3.87 -0.69 -0.46
F: 0.07 -0.33 2.43
H: 2.36 1.32 -1.99
C: -4.57 -1.49 -0.70
C: 5.27 -0.02 -1.86
H: -0.34 3.81 1.94
C: 4.56 -0.14 0.42
As: 0.30 1.11 -0.56
C: 1.28 1.89 0.93
H: 6.01 0.27 -2.61
H: 0.90 1.34 -2.98
F: -1.88 -0.52 3.64
F: -1.79 -1.10 1.41
C: 3.38 -0.75 0.03
C: 2.64 5.30 0.00
H: -4.51 -4.79 -0.04
H: 6.43 0.70 -0.20
H: 3.90 -0.76 -3.32
N: -2.21 -4.01 0.41